Record 1
Formula: C11H20NOS
Source: the OMol25 dataset
Level of theory: ωB97M-V/def2-TZVPD

XYZ file:
```
34
Properties=species:S:1:pos:R:3:nbo_charge:R:1
C 2.14464 -1.70297 -0.58994 -0.607
C 2.70944 -0.29623 -0.62967 -0.394
C 1.67204 0.65180 0.14254 -0.019
C 2.18678 1.44225 1.09397 -0.187
C 1.30651 2.41074 1.80328 -0.270
C 0.36959 3.27128 1.23723 -0.338
S -0.63262 4.47631 2.04626 0.064
C 0.27805 0.49552 -0.30965 -0.205
C -0.69675 0.15815 0.50069 0.146
C -0.50181 -0.25975 1.90025 -0.687
N -2.01389 -0.07944 -0.14868 -0.540
C -2.16423 -1.48524 -0.81196 0.114
O -2.04965 -1.26000 -2.18044 -0.529
C -2.43589 -2.31061 -3.00406 -0.241
H 2.68952 -2.19991 -1.28037 0.224
H 1.14451 -1.58950 -0.70086 0.185
H 2.48332 -2.24789 0.36036 0.212
H 2.68610 0.09518 -1.69294 0.205
H 3.72665 -0.21525 -0.21513 0.227
H 3.20535 1.39671 1.34744 0.228
H 1.29924 2.49486 2.84620 0.204
H 0.36343 3.46164 0.16587 0.211
H 0.02264 4.38815 3.20402 0.129
H 0.15614 0.85561 -1.33059 0.237
H 0.48583 -0.36888 2.27896 0.278
H -1.10314 -1.12166 2.10054 0.221
H -0.85140 0.59482 2.65313 0.254
H -2.72738 -0.09482 0.51100 0.428
H -2.17719 0.74758 -0.85051 0.476
H -2.95070 -2.03204 -0.40400 0.196
H -1.22430 -2.06514 -0.57632 0.196
H -3.44412 -2.60316 -2.71369 0.183
H -1.75439 -3.02746 -2.74369 0.173
H -2.20230 -1.98063 -4.00925 0.225
```

Output
Energy relative to the best compared isomer or geometry (same formula, charge and spin) (kcal per mole): 61.6
Frontier orbital gap (eV): 8.03
Spin multiplicity: 1
Structure (SMILES): CCC(=C/C=C/S)/C=C(\C)[NH2+]COC
Total charge: +1
HOMO level (eV): -10.986
Maximum force (eV/Å): 5.1
Calculated total energy (eV): -26093.4713


Record 2
Formula: C11H21F2NO6S
Source: the OMol25 dataset
Level of theory: ωB97M-V/def2-TZVPD

XYZ file:
```
42
Properties=species:S:1:pos:R:3:nbo_charge:R:1
C -2.29114 -1.90969 4.59134 -0.660
C -1.02540 -1.04438 4.11241 0.082
O -0.05276 -1.10973 5.22200 -0.731
C -0.30246 -1.74642 2.82679 -0.258
N -0.01499 -0.79527 1.71897 -0.640
C -1.21783 -0.34877 0.98916 -0.348
C -1.78390 1.09540 1.48044 0.851
O -1.24744 2.17995 1.22900 -0.502
F -3.02186 1.09023 2.22046 -0.364
S 1.31628 -1.19134 0.75489 2.360
O 1.06084 -1.40034 -0.70422 -0.851
O 2.12904 -2.37429 1.22519 -0.846
F 2.38958 0.13744 0.84683 -0.478
H -2.79617 -2.49533 3.74449 0.214
H -1.87659 -2.68493 5.34490 0.239
H -3.03605 -1.27427 5.19784 0.230
H -1.23405 0.06582 3.95605 0.188
H -0.15479 -0.25454 5.68986 0.476
H 0.59832 -2.29413 3.25573 0.286
H -1.05061 -2.54601 2.45080 0.199
H -2.07185 -1.10135 1.19676 0.241
H -1.13099 -0.26929 -0.14242 0.312
C -0.81884 -1.17824 -4.13223 -0.725
C -2.01933 -0.83261 -3.29311 0.608
C -3.04310 0.09283 -3.89474 -0.722
O -2.15698 -1.28452 -2.16983 -0.573
H -0.16729 -1.85208 -3.57153 0.246
H -1.13779 -1.68076 -5.04796 0.232
H -0.26024 -0.27120 -4.37322 0.236
H -3.46077 -0.35322 -4.79977 0.234
H -2.58323 1.05621 -4.12514 0.234
H -3.85174 0.25323 -3.17823 0.234
C 2.85655 1.59210 -1.83219 -0.721
C 3.74828 2.62672 -2.46503 0.592
C 4.34241 3.67515 -1.56189 -0.721
O 3.98024 2.61676 -3.66005 -0.548
H 2.50166 0.90260 -2.60139 0.235
H 3.41593 1.02565 -1.08618 0.240
H 1.99315 2.07648 -1.37057 0.228
H 4.96834 3.20060 -0.80312 0.230
H 3.54554 4.25249 -1.08811 0.229
H 4.96204 4.35304 -2.15300 0.234
```

Output
Frontier orbital gap (eV): 9.31
Spin multiplicity: 1
Structure (SMILES): C[C@@H](O)CN(CC(=O)F)S(=O)(=O)F.CC(C)=O.CC(C)=O
HOMO level (eV): -9.423
Maximum force (eV/Å): 6.6
Calculated total energy (eV): -41789.6825


Record 3
Formula: C11H21FO3S
Source: the OMol25 dataset
Level of theory: ωB97M-V/def2-TZVPD

XYZ file:
```
37
Properties=species:S:1:pos:R:3:nbo_charge:R:1
C 2.80089 -0.39929 2.19391 -0.641
C 3.12090 0.74755 1.06651 -0.433
C 3.38177 0.17882 -0.44940 -0.417
C 2.11399 0.46014 -1.49539 -0.406
C 0.90493 -0.61514 -1.07124 -0.430
C -0.48580 0.31566 -1.03315 -0.250
C -0.64180 1.13717 0.37259 -0.441
C -2.08953 1.85166 0.62410 -0.634
S -3.51782 1.15716 -0.36326 2.088
O -4.37706 2.40399 -0.81208 -0.884
O -4.51920 0.28550 0.48702 -0.852
O -2.99823 0.40906 -1.79687 -0.649
C -1.81269 -0.48065 -1.55617 0.070
C -2.26248 -1.80827 -0.74663 -0.514
C -1.68133 -2.04563 0.74507 0.022
F -2.26973 -1.16560 1.81048 -0.401
H 1.87209 0.00310 2.82273 0.217
H 2.44214 -1.43528 1.74557 0.203
H 3.70941 -0.65509 2.90508 0.229
H 4.11491 1.30004 1.42876 0.224
H 2.27877 1.56272 1.03688 0.205
H 4.40139 0.53313 -0.92734 0.221
H 3.45938 -1.00920 -0.38809 0.197
H 2.45071 0.31999 -2.61738 0.224
H 1.78151 1.58652 -1.28124 0.200
H 0.89230 -1.41943 -1.92086 0.230
H 1.21133 -1.01928 -0.01560 0.221
H -0.27429 1.15160 -1.86190 0.233
H 0.16778 2.01034 0.34591 0.229
H -0.34960 0.48783 1.33002 0.238
H -2.02699 3.00738 0.41787 0.281
H -2.32250 1.74233 1.78959 0.294
H -1.53225 -0.85245 -2.65873 0.224
H -1.97720 -2.76730 -1.39792 0.240
H -3.45392 -1.83325 -0.67579 0.283
H -0.52147 -1.99259 0.87844 0.186
H -1.99030 -3.15322 1.06851 0.195
```

Output
Energy relative to the best compared isomer or geometry (same formula, charge and spin) (kcal per mole): 160.1
Frontier orbital gap (eV): 10.21
Spin multiplicity: 1
Structure (SMILES): CCCCC[C@@H]1CCS(=O)(=O)O[C@@H]1CCF
HOMO level (eV): -9.852
Maximum force (eV/Å): 8.9
Calculated total energy (eV): -31435.4089


Record 4
Formula: C11H21N4O6PS2
Source: the OMol25 dataset
Level of theory: ωB97M-V/def2-TZVPD

XYZ file:
```
45
Properties=species:S:1:pos:R:3:nbo_charge:R:1
N 3.17084 -2.84198 0.84346 -0.847
C 2.35571 -1.77232 0.63138 0.295
N 1.89372 -1.28034 -0.64932 -0.705
C 2.10310 0.18381 -0.60178 0.204
O 3.24251 0.54677 -1.35678 -0.705
C 2.17746 0.44383 0.94024 -0.089
C 1.66509 1.77520 1.54087 -0.413
C 0.12200 1.88219 1.65147 -0.420
C -0.62277 2.11198 0.29506 -0.523
S -2.03358 0.90422 0.21702 0.161
C -1.66496 -0.24120 -1.13265 -0.145
S -0.94722 0.42835 -2.47173 0.066
N -1.90398 -1.66136 -1.09938 -0.515
C -3.25996 -2.02149 -1.50641 -0.239
C -4.23769 -1.76129 -0.33013 -0.095
O -3.88891 -2.53201 0.81359 -0.547
C -2.58730 -2.20164 1.29456 -0.099
C -1.52548 -2.29516 0.16424 -0.261
N 1.82142 -0.82521 1.61712 -0.651
H 3.98539 -2.96063 0.25553 0.355
H 3.00291 -3.58584 1.49966 0.358
H 0.96000 -1.55296 -0.95432 0.360
H 1.25081 0.57150 -1.19281 0.180
H 3.26517 -0.10715 -2.04913 0.466
H 3.27844 0.47991 1.10631 0.200
H 2.10785 2.63706 1.01023 0.297
H 2.05949 1.83512 2.57572 0.187
H -0.08971 2.77620 2.27449 0.211
H -0.33733 1.04007 2.19910 0.182
H -1.08016 3.11395 0.30236 0.262
H 0.02371 2.07680 -0.59583 0.315
H -3.24316 -3.10518 -1.74006 0.192
H -3.56982 -1.52526 -2.43906 0.223
H -4.28749 -0.68999 -0.06164 0.184
H -5.26238 -2.07570 -0.60647 0.176
H -2.59067 -1.24016 1.83560 0.193
H -2.33207 -2.97640 2.04328 0.178
H -0.54290 -1.91342 0.49235 0.230
H -1.38687 -3.37401 -0.04844 0.195
H 0.79736 -0.82028 1.58779 0.323
O 3.16741 4.52414 -1.59104 -1.036
P 1.63098 4.52632 -1.67626 2.449
O 1.16896 3.31445 -2.50550 -1.010
O 1.10558 5.81994 -2.32070 -1.042
O 1.03858 4.36913 -0.26198 -1.098
```

Output
Frontier orbital gap (eV): 2.17
Spin multiplicity: 1
Total charge: -2
HOMO level (eV): 1.223
Maximum force (eV/Å): 3.4
Calculated total energy (eV): -60946.2023